The following is a DFT calculation (ωB97M-V/def2-TZVPD) of 11 unconnected molecules or ions with the total composition C44H88O11.

The spin multiplicity is 1. As for the SMILES: C1CCOC1.C1CCOC1.C1CCOC1.C1CCOC1.C1CCOC1.C1CCOC1.C1CCOC1.C1CCOC1.C1CCOC1.C1CCOC1.C1CCOC1. For the largest force on an atom, the calculation gives 3.2 eV/Å. Its energy above the lowest of the compared OMol25 structures with the same formula, charge and spin is 402.0 kJ/mol. As for the orbital gap: 0.35540 hartree.

XYZ file:
```
143
C44H88O11, DFT ωB97M-V/def2-TZVPD
C -2.5191 1.0473 -4.3358
C -2.6580 2.2466 -3.3861
C -3.6835 1.7080 -2.4773
O -3.6737 0.2761 -2.5359
C -2.7208 -0.1742 -3.4794
H -1.5249 1.0828 -4.7812
H -3.2113 0.9272 -5.1692
H -3.2580 3.0557 -3.8026
H -1.8023 2.6140 -2.8195
H -4.6896 1.9709 -2.8038
H -3.6204 2.0520 -1.4449
H -2.8919 -1.1611 -3.9094
H -1.8665 -0.3799 -2.8345
C 3.4644 3.6131 -4.9393
C 2.1082 3.6182 -4.2885
C 1.8267 2.1254 -3.9080
O 3.0732 1.4894 -3.9389
C 3.7823 2.1012 -5.0332
H 4.1853 4.1582 -4.3300
H 3.3496 4.0959 -5.9098
H 1.2985 4.0005 -4.9101
H 2.0292 4.3180 -3.4565
H 1.0691 1.6600 -4.5385
H 1.4042 2.2048 -2.9064
H 3.5158 1.5957 -5.9614
H 4.8443 1.9178 -4.8701
C 3.6323 -6.2306 -0.0116
C 3.1514 -5.5131 -1.2038
C 2.9303 -4.0718 -0.6810
O 3.8819 -4.0016 0.3524
C 4.2508 -5.2356 0.9612
H 4.2487 -7.0873 -0.2840
H 2.7672 -6.6147 0.5289
H 2.2687 -5.9494 -1.6714
H 4.0328 -5.5989 -1.8392
H 1.9091 -3.9621 -0.3159
H 3.1102 -3.2947 -1.4238
H 3.7025 -5.2855 1.9020
H 5.3096 -5.4155 1.1469
C -4.7689 -1.4347 1.7426
C -4.8709 -0.9775 0.3270
C -5.8739 -2.0564 -0.2411
O -5.6368 -3.1786 0.5365
C -4.6762 -2.9692 1.5990
H -5.6035 -1.1981 2.4026
H -3.9237 -1.1299 2.3598
H -3.9050 -1.0988 -0.1634
H -5.2414 0.0373 0.1822
H -5.7012 -2.2715 -1.2956
H -6.8903 -1.6826 -0.1174
H -3.7818 -3.2731 1.0552
H -4.8106 -3.5154 2.5326
C -0.5409 4.3881 5.0627
C 0.8066 4.5669 5.6563
C 1.2717 5.9440 5.0078
O 0.1057 6.7455 5.0952
C -1.0204 5.8505 4.9178
H -1.1868 3.8373 5.7464
H -0.5331 3.7506 4.1786
H 1.5170 3.7607 5.4735
H 0.7642 4.7984 6.7206
H 1.5806 5.7583 3.9792
H 2.1852 6.3488 5.4436
H -1.3146 6.0027 3.8794
H -1.7631 6.0017 5.7012
C -0.9127 -0.1758 1.8218
C -0.1928 1.0871 1.5144
C -0.4305 1.0713 -0.0189
O 0.1120 -0.2390 -0.2448
C -0.4481 -1.1172 0.6912
H -1.9834 0.0280 1.8331
H -0.6103 -0.5374 2.8046
H 0.8890 1.0171 1.6280
H -0.6713 1.9986 1.8724
H 0.1034 1.8925 -0.4971
H -1.4630 1.2102 -0.3398
H 0.3526 -1.8277 0.8964
H -1.2857 -1.7484 0.3943
C 0.5208 6.1602 -0.7271
C 0.1677 6.3972 -2.1831
C -0.9929 5.4304 -2.3959
O -0.6829 4.3238 -1.4755
C 0.2548 4.6977 -0.5243
H -0.0161 6.8318 -0.0572
H 1.5877 6.3555 -0.6194
H 0.9652 6.1095 -2.8682
H 0.0039 7.4657 -2.3228
H -1.0588 5.0251 -3.4056
H -1.9222 5.8946 -2.0657
H 1.2142 4.1962 -0.6512
H -0.1241 4.3584 0.4398
C -3.5777 -4.1080 -2.7192
C -2.1478 -3.9167 -2.4338
C -1.4578 -5.1386 -3.0905
O -2.4513 -6.0271 -3.4668
C -3.6594 -5.6480 -2.8135
H -3.9630 -3.6970 -3.6523
H -4.1469 -3.6915 -1.8882
H -1.9558 -3.9128 -1.3608
H -1.8445 -2.9945 -2.9293
H -0.5682 -5.5059 -2.5789
H -1.0178 -4.8257 -4.0374
H -3.7010 -6.1510 -1.8474
H -4.5109 -5.9332 -3.4315
C 1.0123 -1.5724 -5.1363
C 2.1276 -2.4760 -5.4281
C 2.0701 -3.4840 -4.3460
O 1.6021 -2.7513 -3.1510
C 1.2373 -1.4940 -3.6582
H 0.0105 -1.9628 -5.3154
H 1.1346 -0.6393 -5.6862
H 3.0464 -1.8895 -5.4353
H 2.0796 -2.9189 -6.4229
H 3.1026 -3.8191 -4.2469
H 1.4608 -4.3607 -4.5655
H 2.1048 -0.8481 -3.5225
H 0.5396 -0.9853 -2.9930
C 4.5507 -1.8822 4.2724
C 4.2311 -2.3433 2.9235
C 3.2091 -1.2855 2.4178
O 2.5737 -0.7767 3.6207
C 3.5434 -0.7168 4.6328
H 5.5921 -1.5790 4.3800
H 4.4758 -2.6867 5.0040
H 3.7043 -3.2869 2.7812
H 5.1130 -2.2360 2.2919
H 2.4967 -1.7516 1.7370
H 3.5753 -0.3753 1.9429
H 3.0061 -1.0699 5.5130
H 3.8917 0.3056 4.7795
C -1.3982 0.2091 7.0704
C -1.2900 0.2814 5.5516
C 0.1475 0.7450 5.4055
O 0.4729 1.5263 6.6212
C -0.3405 1.1096 7.7492
H -1.3453 -0.8503 7.3214
H -2.4297 0.3801 7.3787
H -1.8899 1.1673 5.3436
H -1.5430 -0.5682 4.9173
H 0.3889 1.3506 4.5320
H 0.8037 -0.1250 5.3812
H -0.9086 1.9195 8.2068
H 0.2524 0.4764 8.4093
```

---

The following is a DFT calculation (ωB97M-V/def2-TZVPD) of 11 unconnected molecules or ions with the total composition C44H88O22.

The spin multiplicity is 1. As for the SMILES: CCOC(C)=O.CCOC(C)=O.CCOC(C)=O.CCOC(C)=O.CCOC(C)=O.CCOC(C)=O.CCOC(C)=O.CCOC(C)=O.CCOC(C)=O.CCOC(C)=O.CCOC(C)=O. For the largest force on an atom, the calculation gives 3.0 eV/Å. Its energy above the lowest of the compared OMol25 structures with the same formula, charge and spin is 248.8 kJ/mol. As for the orbital gap: 0.39180 hartree.

XYZ file:
```
154
C44H88O22, DFT ωB97M-V/def2-TZVPD
O 9.1699 18.7506 9.2814
C 8.4453 18.9510 10.2312
O 8.6230 18.4787 11.4523
C 9.9390 17.7935 11.6393
C 10.5726 18.3068 12.8855
C 7.2990 19.8787 10.3104
H 10.4922 17.8517 10.7034
H 9.7283 16.7289 11.6668
H 11.6481 18.0729 12.9596
H 10.1582 17.8691 13.8074
H 10.3982 19.3679 13.0423
H 7.6638 20.9245 10.3552
H 6.6816 19.7092 11.1654
H 6.7765 19.8129 9.3871
O 9.3995 12.7396 15.7667
C 9.6941 13.8600 16.0044
O 10.7739 14.2596 16.7771
C 11.5138 13.0761 17.1680
C 10.8131 12.4472 18.3691
C 8.9243 15.0346 15.5377
H 12.4808 13.4782 17.4087
H 11.6339 12.4060 16.3565
H 11.2610 11.4250 18.4578
H 9.7054 12.4028 18.1906
H 10.9475 13.0264 19.3047
H 8.6809 15.7443 16.3235
H 8.0027 14.6350 15.0363
H 9.5242 15.6100 14.8024
O 13.3495 13.6036 14.8090
C 14.3612 13.1178 14.3886
O 15.0351 13.5761 13.3192
C 14.4190 14.4579 12.3814
C 14.9744 15.8799 12.6538
C 14.9773 11.9105 14.9472
H 13.3708 14.4318 12.5381
H 14.7024 14.0173 11.3542
H 14.8356 16.2519 13.6830
H 14.5260 16.5575 11.9342
H 16.0554 15.9207 12.5219
H 16.0180 11.7808 14.7422
H 14.4185 11.0861 14.5916
H 14.8384 11.9832 15.9959
O 18.0078 13.6158 10.9489
C 17.4812 13.0890 10.0183
O 16.6763 12.0145 10.1880
C 16.5026 11.4236 11.4545
C 16.8494 9.8835 11.4865
C 17.7241 13.4994 8.6459
H 15.5151 11.7480 11.7106
H 17.1716 12.0086 12.1531
H 17.8697 9.7544 11.8973
H 16.8893 9.5973 10.4492
H 16.1834 9.2723 12.0536
H 16.8507 13.3818 8.0381
H 18.5542 12.9141 8.2200
H 18.0140 14.5104 8.7555
O 19.0983 19.3550 10.5982
C 18.5699 18.3797 11.0734
O 17.3260 17.9201 10.8585
C 16.6266 18.5677 9.7165
C 16.7121 17.5380 8.5983
C 19.3154 17.4921 12.0845
H 17.0141 19.5958 9.5259
H 15.5985 18.6536 10.0528
H 16.1983 17.8873 7.7443
H 16.2216 16.6383 8.9994
H 17.7290 17.3529 8.2356
H 20.2916 17.9374 12.4387
H 19.3925 16.4520 11.7420
H 18.7036 17.4091 12.9532
O 13.0622 11.6858 11.7560
C 12.6344 10.6020 11.5020
O 11.5010 10.0300 12.0864
C 10.9198 10.7481 13.2183
C 9.6444 10.1083 13.6441
C 13.0904 9.5754 10.5294
H 10.8209 11.7622 12.8863
H 11.6534 10.5925 14.0352
H 9.2569 10.6388 14.5222
H 9.8151 9.0326 13.7383
H 8.8913 10.2639 12.9068
H 12.5159 9.5259 9.5989
H 12.8565 8.5654 10.9946
H 14.1923 9.6209 10.2875
O 16.4377 14.4236 17.3712
C 17.2165 15.2457 16.9666
O 17.7809 16.1767 17.7841
C 17.4247 16.1181 19.1501
C 18.3791 15.2148 19.9042
C 17.5671 15.4093 15.4251
H 16.4120 15.7251 19.2823
H 17.4340 17.1761 19.5285
H 17.9416 15.1150 20.8872
H 19.3364 15.6335 20.0290
H 18.1828 14.2871 19.4285
H 17.1531 14.5417 14.9451
H 18.6333 15.5723 15.3559
H 17.0929 16.2811 14.9185
O 14.4583 15.0861 21.6419
C 13.6463 14.2259 21.6021
O 13.8421 13.0750 20.8552
C 15.1415 12.9262 20.3212
C 15.2068 11.5644 19.5825
C 12.2707 14.2807 22.2468
H 15.8984 12.9854 21.1103
H 15.3506 13.7213 19.7115
H 14.8867 11.7067 18.5787
H 14.6828 10.8168 20.1544
H 16.2928 11.3290 19.4678
H 11.6239 13.4904 21.9145
H 11.8376 15.2328 21.9242
H 12.3194 14.4538 23.3447
O 11.6901 16.4151 8.9737
C 10.7071 16.2339 8.2745
O 9.6253 15.6987 8.8056
C 8.2654 15.9257 8.2923
C 7.2379 15.6118 9.3759
C 10.8212 16.4455 6.7821
H 8.1493 15.2571 7.4013
H 8.1733 16.9965 8.0291
H 7.2469 16.3696 10.1947
H 7.2742 14.6157 9.8054
H 6.2858 15.8463 8.8297
H 9.8534 16.4976 6.2365
H 11.4544 15.5776 6.4120
H 11.2138 17.4678 6.5390
O 11.1977 13.1600 7.1304
C 11.7624 12.8068 8.1206
O 11.1307 11.8920 8.9551
C 9.8801 11.3611 8.4384
C 8.8105 12.3961 8.6588
C 12.9504 13.4520 8.7258
H 9.7388 10.4767 9.0920
H 10.0555 11.1229 7.3842
H 9.0622 13.3668 8.2505
H 8.5377 12.6344 9.6621
H 7.8462 12.0329 8.3155
H 12.8462 13.2711 9.7788
H 12.9460 14.5349 8.6002
H 13.8649 13.1057 8.2759
O 12.0556 16.1018 19.7642
C 12.8328 16.9990 19.4953
O 13.2840 17.3153 18.2621
C 12.6447 16.6287 17.1161
C 12.1021 17.7427 16.3274
C 13.3152 18.0319 20.4514
H 11.9181 15.9528 17.5399
H 13.4767 16.0259 16.5690
H 11.5320 18.4103 16.9878
H 11.4929 17.3711 15.5758
H 12.8915 18.2996 15.8236
H 13.2381 17.5348 21.4501
H 12.5976 18.8847 20.4381
H 14.2787 18.4820 20.3618
```

---

Number 1: E_LUMO 0.542 eV, HOMO energy -9.13 eV. Number 2: E_LUMO 0.550 eV, HOMO energy -10.11 eV.